{
  "formula": "C34H39Cl4N6NiO",
  "method": "ωB97M-V with the def2-TZVPD basis set",
  "elements": ["Ni", "C", "C", "O", "H", "H", "H", "H", "H", "N", "C", "C", "C", "C", "C", "H", "H", "H", "H", "H", "N", "C", "C", "C", "C", "C", "H", "H", "H", "H", "H", "N", "C", "C", "C", "C", "C", "H", "H", "H", "H", "H", "N", "C", "C", "C", "C", "C", "H", "H", "H", "H", "H", "N", "C", "C", "C", "C", "C", "H", "H", "H", "H", "H", "N", "C", "C", "C", "C", "C", "H", "H", "H", "H", "H", "C", "Cl", "Cl", "H", "H", "C", "Cl", "Cl", "H", "H"],
  "coordinates": [[14.156162, 0.448654, -7.679196], [13.428015, 3.470453, -4.840236], [12.811840, 3.000728, -6.135273], [13.337721, 1.790604, -6.551270], [14.518287, 3.433250, -4.886270], [13.100387, 2.815710, -4.022957], [13.048466, 4.451368, -4.540027], [12.817003, 3.754082, -6.944197], [11.709872, 2.912131, -5.996758], [8.803110, 5.204779, -10.282833], [9.723553, 5.364995, -9.339010], [10.210637, 4.332461, -8.545346], [9.818538, 3.044861, -8.843237], [8.886083, 2.840980, -9.854687], [8.413645, 3.954774, -10.526231], [10.017534, 6.377405, -9.080219], [10.849884, 4.611588, -7.718584], [10.164063, 2.185677, -8.283355], [8.614447, 1.819605, -10.082292], [7.724527, 3.890751, -11.362043], [16.035326, 1.174577, -7.343369], [17.119418, 0.392776, -7.206888], [18.361186, 0.914818, -6.931171], [18.534536, 2.287831, -6.893347], [17.426839, 3.106561, -7.065775], [16.224548, 2.497911, -7.331582], [16.947452, -0.672026, -7.303407], [19.166816, 0.257170, -6.634995], [19.521025, 2.670315, -6.670002], [17.570631, 4.175454, -7.088585], [15.339607, 3.068325, -7.584420], [11.976991, -0.253544, -8.167601], [11.030084, -0.024441, -7.258684], [9.723951, -0.429271, -7.458638], [9.362825, -0.995598, -8.670558], [10.328185, -1.164645, -9.648615], [11.627172, -0.833933, -9.322375], [11.415048, 0.419459, -6.346361], [8.940177, -0.262946, -6.732813], [8.302756, -1.131821, -8.841060], [10.137483, -1.550594, -10.639572], [12.433322, -0.851976, -10.046005], [14.217873, -0.789957, -5.982584], [14.741057, -0.327782, -4.840937], [14.742867, -1.044829, -3.665299], [14.183975, -2.316518, -3.630930], [13.607076, -2.789621, -4.802259], [13.602962, -1.979621, -5.915888], [15.135924, 0.679981, -4.865430], [15.129094, -0.655903, -2.732755], [14.174446, -2.872359, -2.703915], [13.095886, -3.742528, -4.793897], [13.086515, -2.288858, -6.816692], [8.962449, -1.501979, -2.111955], [9.593580, -1.652148, -3.269615], [10.370826, -0.660834, -3.856520], [10.732101, 0.433394, -3.084701], [10.062234, 0.617422, -1.886684], [9.160683, -0.350043, -1.474118], [9.470930, -2.599288, -3.786499], [10.870157, -0.809891, -4.805764], [11.438642, 1.156558, -3.476678], [10.224536, 1.508370, -1.296826], [8.615274, -0.222905, -0.545821], [17.996353, 4.950804, -4.503013], [18.864307, 5.254683, -3.531848], [18.575776, 6.219023, -2.589627], [17.361333, 6.880501, -2.625575], [16.499970, 6.622712, -3.672189], [16.860348, 5.624025, -4.568990], [19.845335, 4.805003, -3.613401], [19.296350, 6.436769, -1.811055], [17.130454, 7.666307, -1.918077], [15.503713, 7.042408, -3.695880], [16.145261, 5.244684, -5.292968], [10.286518, 4.802842, -3.252416], [10.685753, 4.124054, -1.667385], [11.008545, 6.414038, -3.394909], [10.636306, 4.166554, -4.058220], [9.207192, 4.891695, -3.298585], [14.989357, 3.112430, -1.433678], [13.564738, 2.088873, -1.109236], [14.521107, 4.800926, -1.569137], [15.673360, 2.912896, -0.619189], [15.395926, 2.821931, -2.395344]],
  "atomic_forces_ev_per_a": [[-1.45, 0.78, 1.90], [-0.43, -0.07, 0.46], [-0.77, -0.02, -1.03], [0.24, -0.72, -0.05], [0.00, 0.26, 0.01], [0.21, -0.18, -0.11], [0.35, 0.19, -0.20], [0.63, 0.18, 0.22], [0.09, -0.20, 0.26], [0.51, -0.06, 0.07], [-0.49, 0.12, 0.75], [0.11, 0.40, -0.20], [-0.34, -0.24, 0.16], [0.61, 0.06, 0.27], [-0.22, 0.13, -0.74], [-0.01, 0.07, -0.31], [0.18, -0.33, -0.04], [0.16, 0.13, 0.10], [-0.34, 0.13, -0.26], [-0.17, -0.34, 0.17], [0.52, -0.48, -1.18], [-0.54, -0.06, 0.28], [0.24, -0.18, 0.34], [-0.15, -0.19, 0.53], [0.90, -0.19, -0.57], [-0.93, 0.49, -0.11], [0.08, -0.03, 0.20], [0.09, -0.08, -0.44], [-0.10, 0.26, -0.03], [-0.33, 0.05, 0.12], [-0.01, 0.14, 0.33], [0.97, -0.01, -0.35], [0.49, -0.51, 0.53], [-0.26, 0.12, -0.06], [-0.21, 0.65, -0.08], [0.22, -0.37, 0.01], [0.40, 0.90, -0.19], [-0.26, 0.26, -0.11], [0.24, 0.11, 0.25], [0.09, -0.45, -0.22], [-0.24, -0.03, 0.05], [-0.15, -0.48, -0.17], [-0.31, -0.38, 0.14], [0.28, 0.60, -0.06], [-0.19, -0.56, 0.55], [0.05, 0.44, -0.49], [-0.28, -0.11, 0.71], [0.14, -0.18, -0.69], [0.04, -0.03, -0.14], [0.15, 0.36, -0.24], [-0.04, -0.14, -0.09], [0.02, 0.01, -0.25], [0.10, -0.10, -0.02], [0.10, 0.01, -0.04], [-0.22, 0.10, -0.56], [1.08, -0.33, 0.48], [-0.74, 0.23, -0.44], [0.18, 0.23, 0.05], [0.07, -0.14, 0.31], [-0.20, 0.00, 0.05], [-0.20, -0.26, 0.05], [0.02, 0.08, 0.16], [0.01, -0.11, 0.08], [-0.04, 0.03, -0.02], [0.55, -0.33, -0.23], [-0.33, 0.57, -0.75], [0.42, -0.03, 0.67], [0.14, 0.61, -0.39], [-0.29, -0.61, 0.20], [-0.48, -0.35, 0.43], [-0.05, -0.26, 0.30], [-0.01, 0.03, -0.02], [-0.02, -0.17, 0.17], [0.10, 0.24, -0.21], [0.00, 0.33, -0.22], [-0.24, 0.22, 0.27], [0.03, -0.13, -0.16], [-0.05, -0.07, -0.28], [0.24, -0.03, 0.14], [0.01, 0.14, -0.03], [-0.44, -0.31, -0.20], [0.09, -0.17, -0.10], [0.12, 0.06, 0.25], [0.14, 0.40, 0.00], [0.09, -0.10, 0.04]],
  "lowdin_spin": [1.744, 0.002, 0.016, 0.087, 0.000, 0.000, 0.001, 0.001, 0.002, 0.000, 0.000, 0.000, 0.000, 0.000, 0.000, 0.000, 0.000, 0.000, 0.000, 0.000, 0.039, 0.005, 0.002, -0.002, 0.001, 0.004, 0.001, 0.000, 0.000, 0.000, 0.001, 0.020, 0.000, 0.000, -0.001, 0.001, 0.003, 0.000, 0.000, 0.000, 0.000, 0.001, 0.058, 0.003, 0.002, -0.002, 0.002, 0.006, 0.000, 0.000, 0.000, 0.000, 0.001, 0.000, 0.000, 0.000, 0.000, 0.000, 0.000, 0.000, 0.000, 0.000, 0.000, 0.000, 0.000, 0.000, 0.000, 0.000, 0.000, 0.000, 0.000, 0.000, 0.000, 0.000, 0.000, 0.000, 0.000, 0.000, 0.000, 0.000, 0.000, 0.000, 0.000, 0.000, 0.000],
  "homo_lumo_gap_ev": [8.32, 7.53],
  "spin_multiplicity": 3,
  "charge": 1,
  "s_squared": 2.006,
  "de_lowest_kcal_mol": 11.9,
  "lumo_energy_ev": [-2.96, -3.64]
}

---

{
  "formula": "C2H5NO2S",
  "method": "ωB97M-V with the def2-TZVPD basis set",
  "elements": ["C", "C", "N", "O", "O", "S", "H", "H", "H", "H", "H"],
  "coordinates": [[-0.357858, -0.282739, -2.033766], [-0.146806, 0.204312, 0.693460], [-1.098109, -0.974273, -1.448095], [0.318143, 0.616630, -2.186554], [0.876113, -0.105939, 0.039072], [0.648957, 0.793043, 2.462861], [-0.914139, -0.382838, 1.191461], [-0.687823, 1.103092, 0.514349], [-0.782919, -1.879264, -1.306671], [1.175108, -0.924121, 0.486649], [0.969334, 1.832097, 1.587233]],
  "atomic_forces_ev_per_a": [[1.44, 2.60, 0.12], [-4.22, 2.85, 6.96], [-4.15, -2.70, 0.58], [1.79, 2.40, -2.88], [4.04, -3.39, -2.26], [-0.28, 1.43, -1.49], [0.26, -1.56, -1.03], [0.10, 0.77, -1.36], [0.08, -2.31, 0.44], [0.64, 0.50, -0.62], [0.30, -0.60, 1.55]],
  "lowdin_charge": [-0.457, -0.639, 0.201, 0.201, -0.100, 0.568, 0.066, 0.071, 0.077, 0.141, -0.128],
  "homo_lumo_gap_ev": 9.12,
  "charge": 0,
  "de_lowest_kcal_mol": 73.1,
  "smiles": "N=C=O.OCS",
  "lumo_energy_ev": 0.25
}

---

{
  "formula": "C34H46N5",
  "method": "ωB97M-V with the def2-TZVPD basis set",
  "elements": ["C", "N", "C", "C", "C", "N", "C", "C", "C", "H", "H", "H", "H", "H", "H", "H", "H", "H", "H", "H", "H", "H", "H", "C", "N", "C", "C", "C", "C", "C", "C", "C", "C", "C", "C", "C", "C", "N", "C", "C", "C", "C", "C", "C", "C", "C", "N", "C", "C", "C", "C", "C", "C", "H", "H", "H", "H", "H", "H", "H", "H", "H", "H", "H", "H", "H", "H", "H", "H", "H", "H", "H", "H", "H", "H", "H", "H", "H", "H", "H", "H", "H", "H", "H", "H"],
  "coordinates": [[0.949342, -3.098867, 2.015813], [-0.357139, -3.758393, 1.970585], [-0.322372, -5.206897, 1.691489], [-1.573575, -5.922536, 2.191961], [-2.826874, -5.209902, 1.693715], [-2.792942, -3.761506, 1.972802], [-4.101638, -3.106942, 2.016746], [-1.575602, -3.041510, 1.891882], [-1.575383, -1.707371, 1.716558], [0.894378, -2.152135, 2.549374], [1.669272, -3.727130, 2.537993], [1.307962, -2.921553, 1.002996], [-0.225441, -5.325482, 0.607263], [0.582989, -5.636034, 2.134998], [-1.572961, -6.974298, 1.873298], [-1.573013, -5.942913, 3.288755], [-2.926881, -5.329362, 0.609828], [-3.730621, -5.640116, 2.139752], [-4.049147, -2.160096, 2.550019], [-4.458812, -2.931669, 1.003120], [-4.822600, -3.735624, 2.537483], [-2.487237, -1.158827, 1.610146], [-0.663979, -1.157850, 1.609718], [-4.183167, -1.555893, -6.270532], [-3.887063, -2.162614, -4.974094], [-4.841017, -3.174314, -4.517326], [-2.944705, -1.583683, -4.079350], [-1.988260, -2.368991, -3.417022], [-1.095853, -1.810039, -2.540342], [-1.122294, -0.433189, -2.267492], [-0.161915, 0.130705, -1.371071], [-0.041177, 1.462371, -1.097739], [0.950114, 2.034674, -0.271514], [0.877850, 3.471956, 0.024811], [-0.329348, 4.072401, 0.415304], [-0.391470, 5.409976, 0.700569], [0.747662, 6.223775, 0.579587], [0.680322, 7.625911, 0.875891], [0.991802, 8.131518, 2.213624], [0.367119, 8.621100, -0.153670], [1.953053, 5.629634, 0.168330], [2.018804, 4.285080, -0.081623], [2.039960, 1.232971, 0.304509], [2.847986, 0.401397, -0.487371], [3.867365, -0.322113, 0.070385], [4.119168, -0.271373, 1.450169], [5.174844, -1.047706, 2.035271], [6.533387, -0.513362, 2.149198], [4.936707, -2.393611, 2.566110], [3.307800, 0.555192, 2.242306], [2.308415, 1.302579, 1.681518], [-2.091060, 0.347700, -2.920162], [-2.969219, -0.209858, -3.808156], [-3.443809, -0.797458, -6.515406], [-4.159688, -2.313175, -7.050348], [-5.166692, -1.094794, -6.265082], [-4.632358, -3.455486, -3.487804], [-5.852412, -2.776274, -4.559142], [-4.789120, -4.061298, -5.143452], [-1.936468, -3.419872, -3.635491], [-0.345521, -2.416517, -2.062276], [0.530503, -0.538729, -0.896372], [-0.732660, 2.142482, -1.555997], [-1.194595, 3.444024, 0.532435], [-1.319445, 5.848651, 1.026479], [1.228581, 7.304146, 2.879294], [1.846391, 8.802148, 2.177459], [0.140402, 8.670295, 2.621174], [0.177201, 8.131900, -1.106792], [-0.517129, 9.188494, 0.125820], [1.197417, 9.311699, -0.279364], [2.823335, 6.250302, 0.038314], [2.939904, 3.835296, -0.408137], [2.683866, 0.390341, -1.550654], [4.495341, -0.934466, -0.551270], [6.573474, 0.491433, 1.734256], [6.840802, -0.467282, 3.190784], [7.235577, -1.139602, 1.605197], [3.894837, -2.671528, 2.423581], [5.560496, -3.120761, 2.051700], [5.162237, -2.432018, 3.629354], [3.484669, 0.594268, 3.301674], [1.698608, 1.944506, 2.293493], [-2.153868, 1.400684, -2.717014], [-3.713374, 0.403422, -4.282864]],
  "atomic_forces_ev_per_a": [[-1.09, -0.10, -0.17], [-0.73, -0.71, 0.95], [-0.17, 0.66, -0.14], [0.00, 0.15, 0.24], [0.19, 0.68, -0.14], [0.89, -0.70, 0.93], [0.96, -0.03, -0.22], [-0.09, -0.74, -0.46], [-0.02, 0.35, -0.23], [-0.08, 0.01, -0.01], [-0.11, -0.17, -0.02], [0.32, 0.21, -0.24], [-0.02, -0.31, -0.19], [-0.19, 0.14, 0.05], [0.01, 0.32, -0.11], [0.00, 0.16, -0.15], [0.03, -0.30, -0.18], [0.20, 0.15, 0.05], [0.08, -0.02, -0.02], [-0.27, 0.20, -0.18], [0.14, -0.15, -0.01], [-0.25, 0.14, 0.05], [0.30, 0.16, 0.10], [0.07, 0.17, 0.76], [1.05, 0.35, 0.67], [0.72, 0.13, -0.08], [-1.20, -0.66, -0.80], [-0.20, -0.25, 0.02], [-0.12, 0.08, 0.04], [0.43, 0.22, 0.36], [-0.50, -0.69, -0.56], [0.82, 1.23, 0.77], [-0.58, -0.43, -0.36], [0.05, 0.09, 0.20], [0.31, -0.76, -0.34], [0.41, 0.70, 0.05], [-0.01, 0.65, 0.10], [-0.06, -0.49, -0.13], [-0.14, -0.50, -0.77], [0.19, -0.79, 0.53], [-0.57, 0.63, 0.17], [-0.19, -0.89, 0.02], [0.28, 0.06, -0.04], [-0.73, 0.57, -0.01], [0.48, -0.24, 0.71], [0.39, -0.47, 0.25], [-0.36, 0.24, -0.22], [-0.89, -0.17, -0.16], [-0.02, 0.93, -0.39], [0.58, -0.61, -0.15], [-0.49, 0.49, -0.63], [0.04, 0.00, -0.16], [0.12, 0.22, -0.21], [0.06, -0.01, 0.04], [0.00, -0.15, -0.05], [-0.28, 0.15, -0.12], [0.07, -0.01, 0.01], [-0.20, 0.10, -0.02], [-0.06, -0.17, -0.07], [-0.04, -0.27, -0.05], [0.11, -0.20, 0.10], [0.12, -0.39, 0.19], [-0.16, 0.31, -0.05], [-0.30, -0.08, 0.03], [-0.12, 0.14, 0.07], [0.00, -0.02, 0.00], [0.21, 0.19, 0.08], [-0.15, 0.15, 0.17], [0.00, -0.04, 0.01], [-0.19, 0.17, 0.00], [0.16, 0.20, -0.09], [0.14, 0.13, 0.04], [0.29, -0.08, -0.01], [0.01, -0.08, -0.29], [0.19, -0.17, -0.11], [-0.02, 0.02, -0.02], [0.14, 0.03, 0.23], [0.24, -0.11, -0.10], [-0.04, 0.03, -0.02], [0.12, -0.22, -0.08], [0.03, -0.08, 0.24], [0.08, 0.01, 0.26], [-0.12, 0.15, 0.18], [-0.10, 0.23, 0.02], [-0.18, 0.15, -0.13]],
  "lowdin_charge": [-0.073, -0.129, -0.170, -0.156, -0.171, -0.132, -0.062, -0.311, 0.015, 0.077, 0.076, 0.080, 0.116, 0.117, 0.118, 0.121, 0.116, 0.117, 0.078, 0.085, 0.085, 0.023, 0.009, -0.057, -0.196, -0.048, -0.197, 0.006, 0.001, -0.203, 0.049, -0.005, -0.046, -0.180, -0.015, 0.011, -0.213, -0.235, -0.064, -0.063, 0.013, -0.003, -0.184, -0.028, 0.010, -0.216, -0.229, -0.062, -0.054, 0.013, 0.000, 0.004, 0.006, 0.090, 0.090, 0.084, 0.087, 0.087, 0.086, 0.121, 0.120, 0.112, 0.109, 0.119, 0.122, 0.087, 0.078, 0.078, 0.086, 0.078, 0.078, 0.123, 0.122, 0.122, 0.122, 0.087, 0.078, 0.078, 0.065, 0.081, 0.081, 0.124, 0.125, 0.111, 0.121],
  "homo_lumo_gap_ev": 4.35,
  "charge": 1,
  "de_lowest_kcal_mol": 73.7,
  "lumo_energy_ev": -4.82
}

---

| no. | DFT total energy (eV) |
| --- | --- |
| 1 | -138004.800 |
| 2 | -18572.399 |
| 3 | -43445.846 |